(1)
Entry from OMol25: an isolated molecule of C2H3NOS at a distorted geometry (ωB97M-V/def2-TZVPD).

Each line ends with the Löwdin charge.
Geometry (Å):
C -1.63154 -0.55487 -0.01524  0.022
C 1.55852 0.63852 -0.05131  -0.722
H -2.11452 -1.53218 0.03834  0.081
H -2.14083 0.36874 0.25851  0.085
H 1.90767 1.68396 -0.11179  0.073
N -0.34268 -0.62065 -0.11794  -0.022
O 0.21331 0.66581 -0.00208  -0.178
S 2.55007 -0.64934 0.00150  0.661

Forces on the atoms, in the same order (eV/Å):
2.2 -0.3 0.9
0.7 -0.2 0.1
0.0 0.4 -0.4
-0.1 -0.1 -0.3
-0.2 -0.5 0.1
-2.3 0.0 0.0
0.1 -0.1 -0.3
-0.4 0.8 -0.1

Properties
Calculated total energy (hartree): -606.09385
Relative energy (zero: lowest compared OMol25 entry of this formula, charge and spin) (kcal/mol): 58.7
Structure (SMILES): C=NOC=S
Highest occupied orbital energy (eV): -8.79
Frontier orbital gap (eV): 8.9

***

(2)
Entry from OMol25: the ion C14H22ClN2O3 with charge +1 (ωB97M-V/def2-TZVPD).

Each line ends with the Löwdin charge.
Geometry (Å):
C -3.68745 -1.35461 1.98791  -0.053
C -3.78354 -1.54041 0.48310  -0.175
N -2.70664 -0.84341 -0.25935  -0.137
C -2.75027 0.63375 -0.10290  -0.077
H -2.54423 1.10300 -1.06630  0.135
H -3.74946 0.93636 0.21504  0.143
C -1.72341 1.15106 0.90934  -0.105
H -1.91269 2.21074 1.09434  0.149
H -1.79390 0.60157 1.85340  0.131
O -0.38172 1.10810 0.44160  0.028
C 0.27952 -0.05819 0.51903  -0.392
O -0.33111 -1.11706 0.72417  0.047
C 1.70095 0.00209 0.33099  -0.059
C 2.40170 -1.21966 0.36428  -0.021
C 3.75708 -1.26784 0.22057  -0.583
C 4.50440 -0.07964 0.03456  -0.317
N 5.83703 -0.12862 -0.10674  0.143
H 6.38021 0.70728 -0.22333  0.118
H 6.30138 -1.02062 -0.06310  0.071
C 3.80918 1.13431 -0.00183  0.048
C 2.43277 1.20563 0.13879  -0.205
O 1.73578 2.34974 0.10276  -0.061
C 2.41756 3.57893 -0.05058  -0.049
H 2.94595 3.62614 -1.00643  0.102
H 1.64320 4.34327 -0.02927  0.101
H 3.11897 3.75202 0.76958  0.103
H 4.38849 2.03202 -0.14479  0.113
Cl 4.59292 -2.78674 0.26695  0.723
H 1.83431 -2.12427 0.51714  0.124
C -2.69110 -1.25477 -1.68601  -0.170
C -1.35615 -0.97207 -2.35586  -0.046
H -1.40782 -1.28608 -3.39440  0.093
H -1.09615 0.08338 -2.33966  0.080
H -0.55978 -1.53266 -1.87262  0.084
H -2.88073 -2.32849 -1.72847  0.132
H -3.50713 -0.74429 -2.20473  0.139
H -1.74964 -1.12771 0.18730  0.113
H -4.74986 -1.18875 0.11058  0.139
H -3.69665 -2.60525 0.25921  0.133
H -4.42151 -1.99700 2.46644  0.092
H -2.70397 -1.64827 2.34691  0.087
H -3.89646 -0.33296 2.29238  0.079

Forces on the atoms, in the same order (eV/Å):
0.0 0.0 -0.2
-0.4 -0.3 0.5
0.5 -0.4 0.2
0.3 0.6 0.2
-0.1 -0.1 0.0
0.0 -0.1 0.0
-0.4 -0.2 0.2
-0.1 -0.2 0.0
0.0 0.1 -0.1
0.1 -0.2 -0.2
-0.3 -0.1 0.1
0.1 0.1 0.1
0.3 0.2 -0.1
0.0 0.3 0.0
-0.1 0.0 0.0
-0.4 -0.1 0.0
0.2 -0.1 0.0
0.0 -0.1 0.0
0.1 0.1 0.0
-0.1 0.3 0.0
0.0 -0.3 0.0
0.2 -0.2 0.0
0.2 0.3 0.0
0.0 0.0 0.0
0.1 0.0 0.0
0.0 0.0 0.0
0.0 0.1 0.0
0.0 0.0 0.0
0.0 -0.1 0.0
0.2 -0.1 -0.6
-0.1 0.0 0.1
0.0 0.0 -0.1
0.0 0.1 0.0
0.1 0.0 0.0
-0.1 0.1 0.1
0.0 0.0 0.1
-0.6 0.2 -0.3
0.1 0.0 -0.1
0.0 0.1 -0.1
-0.1 0.0 0.0
0.1 0.0 0.1
0.0 0.1 0.1

Properties
Calculated total energy (hartree): -1341.89880
Relative energy (zero: lowest compared OMol25 entry of this formula, charge and spin) (kcal/mol): 0.0
Structure (SMILES): CC[NH+](CC)CCOC(=O)c1cc(Cl)c(N)cc1OC
Highest occupied orbital energy (eV): -10.89
Frontier orbital gap (eV): 8.5
Total charge: +1

***

(3)
Entry from OMol25: a structure of composition C18H46MgO7Zr at a distorted geometry (ωB97M-V/def2-TZVPD).

Each line ends with the Löwdin charge.
Geometry (Å):
Zr 0.63214 -1.53550 2.57293  2.074
Mg 1.80751 -1.49936 -1.18465  0.821
C 0.96983 2.50672 3.34719  -0.036
C 0.07152 1.50374 4.05462  -0.479
C -1.32485 2.02988 4.31806  -0.021
O 0.04407 0.23457 3.36766  -0.367
H 0.59039 2.63510 2.33485  0.065
H 2.02026 2.20347 3.36856  0.081
H 1.00338 3.45499 3.88384  0.102
H 0.57366 1.25517 4.99917  0.143
H -1.74964 2.45865 3.41056  0.075
H -1.18542 2.78181 5.09581  0.103
H -2.01740 1.29386 4.72158  0.079
C 3.86383 -0.18547 -4.39081  -0.055
C 2.36202 -0.39506 -4.17167  -0.580
C 1.79991 -1.26702 -5.31082  -0.065
O 1.99160 -0.88581 -2.93518  -0.311
H 4.38502 -1.14353 -4.26721  0.088
H 4.26669 0.58322 -3.73673  0.048
H 4.03485 0.04392 -5.44205  0.084
H 1.91853 0.58388 -4.43717  0.134
H 0.70719 -1.17950 -5.29172  0.067
H 2.02859 -2.32957 -5.21466  0.078
H 2.06216 -0.83577 -6.27695  0.082
C -3.39760 -1.85092 3.81535  -0.030
C -2.36042 -2.89231 3.44007  -0.489
C -2.94638 -3.95249 2.51814  -0.046
O -1.21721 -2.32835 2.80840  -0.361
H -3.73358 -1.27554 2.95255  0.087
H -2.93297 -1.15830 4.52329  0.076
H -4.25242 -2.28844 4.32457  0.101
H -2.07519 -3.43108 4.35105  0.146
H -3.37229 -3.48207 1.62261  0.083
H -3.80816 -4.45420 2.95671  0.098
H -2.21985 -4.67867 2.15444  0.081
C -1.88595 -0.57437 0.25077  -0.037
C -0.47122 -0.28631 -0.19312  -0.469
C -0.17501 1.20114 -0.04967  -0.019
O 0.51804 -1.16539 0.44856  -0.434
H -2.65554 -0.09166 -0.35306  0.113
H -2.04867 -0.21392 1.26976  0.078
H -2.11882 -1.63913 0.19437  0.070
H -0.37585 -0.49978 -1.27121  0.127
H -0.60634 1.55470 0.88928  0.066
H -0.78486 1.69334 -0.80999  0.097
H 0.86940 1.46638 -0.18155  0.083
C -0.89083 -2.99506 -3.18657  -0.046
C -0.50124 -3.50178 -1.81447  -0.224
O 0.93442 -3.32829 -1.59700  -0.124
H -0.61491 -1.93620 -3.20398  0.067
H -1.97596 -2.98607 -3.29530  0.097
H -0.40689 -3.48248 -4.02790  0.092
H -0.74809 -4.54286 -1.61481  0.131
H -1.03421 -2.88541 -1.09528  0.085
H 1.35652 -4.03724 -2.09731  0.130
C -2.58634 4.78437 0.97866  -0.079
C -2.54827 4.09531 -0.38828  -0.335
O -3.66700 4.50339 -1.14585  -0.065
H -2.08502 5.75493 0.95355  0.077
H -1.98922 4.22457 1.71032  0.043
H -3.60591 4.89055 1.33666  0.083
H -2.71247 3.03048 -0.20707  0.090
H -1.58141 4.25419 -0.87515  0.109
H -3.66738 5.45899 -1.26369  0.095
C 5.26372 0.66769 -1.13038  -0.054
C 3.82505 1.09015 -0.94328  -0.230
O 3.01592 0.03275 -0.32590  -0.156
H 5.39164 0.00487 -1.98260  0.070
H 5.63867 0.14037 -0.24634  0.083
H 5.89602 1.54224 -1.27789  0.099
H 3.38302 1.26400 -1.92261  0.107
H 3.71288 2.01322 -0.37485  0.128
H 3.39232 -0.02169 0.56080  0.094

Forces on the atoms, in the same order (eV/Å):
-7.7 3.4 -0.6
0.0 0.9 -1.8
0.0 -0.3 0.0
0.6 0.1 1.0
0.3 -0.1 0.0
2.2 -3.9 -2.0
0.3 0.3 -0.1
-0.1 -0.3 -0.3
-0.5 0.1 -0.1
-0.4 0.1 0.1
-0.1 0.2 0.1
-0.3 0.3 -0.2
0.2 -0.2 -0.1
-0.3 -1.0 0.0
0.0 0.1 -1.7
-0.8 0.4 0.4
0.0 -0.1 1.4
0.1 0.1 0.4
0.2 0.0 -0.1
0.0 0.5 0.1
-0.2 0.1 0.8
0.0 -0.1 0.2
0.4 0.1 -0.2
0.4 -0.4 -0.1
0.8 0.7 0.2
-1.5 -1.3 0.2
-0.4 0.4 -1.0
5.0 1.2 -0.3
-0.1 -0.1 -0.1
-0.2 0.1 0.0
0.0 -0.2 -0.1
0.5 0.4 0.0
0.2 0.1 0.0
0.3 -0.1 0.4
0.1 -0.1 0.3
-0.3 -0.5 0.3
-0.3 0.8 -1.1
-0.6 -0.3 0.2
0.7 -0.6 3.0
0.4 0.3 -0.3
0.1 -0.2 0.1
0.1 0.0 0.2
0.0 -0.2 0.1
0.4 0.1 0.2
0.2 0.1 -0.1
0.0 0.0 0.1
-0.1 0.7 0.3
-0.4 0.1 -0.5
0.0 -0.2 0.6
0.2 -0.1 -0.3
0.0 -0.4 -0.1
-0.1 -0.2 0.0
0.0 0.0 -0.1
0.3 -0.1 0.3
0.3 0.2 -0.1
1.1 0.0 0.1
-0.8 0.3 1.1
0.2 -0.2 -0.6
-0.3 0.2 -0.1
-0.2 -0.1 0.0
0.0 -0.1 0.0
0.1 -0.1 -0.3
-0.1 0.0 -0.2
0.1 0.0 0.0
0.1 -0.2 0.4
0.1 0.2 -1.2
0.3 -0.2 0.5
-0.1 0.0 0.0
0.0 0.1 0.0
0.0 0.0 0.0
-0.3 -0.1 0.1
0.0 -0.2 0.3
-0.1 -0.1 0.0

Properties
Calculated total energy (hartree): -1486.76882
Highest occupied orbital energy (eV): -13.41
Frontier orbital gap (eV): 4.2
Total charge: +2

***

(4)
Entry from OMol25: an isolated molecule of C9H18ClOP at a distorted geometry (ωB97M-V/def2-TZVPD).

Each line ends with the Löwdin charge.
Geometry (Å):
C 0.66773 0.06950 -0.06088  -0.536
C -0.17142 -1.23149 -0.05923  -0.403
C -0.46712 1.09714 0.09953  -0.488
C 1.72570 0.14664 1.05632  -0.019
C 1.41942 0.14534 -1.34402  -0.071
C -0.44288 -1.98841 1.35019  -0.056
C 0.15540 -2.30267 -1.11003  -0.076
C -0.37797 2.20863 -1.00257  -0.052
C -0.80488 1.82028 1.40410  -0.090
O -2.44693 0.13245 -1.85798  -0.415
P -1.79191 -0.09017 -0.47713  0.476
Cl -3.24243 -0.04292 0.85453  0.442
H 2.47453 0.88581 0.77623  0.088
H 2.27376 -0.81829 1.03143  0.102
H 1.34448 0.34530 2.04544  0.071
H 1.92273 1.07825 -1.48041  0.091
H 0.69232 0.05961 -2.18085  0.101
H 2.07644 -0.71345 -1.39817  0.091
H 0.14941 -2.92325 1.49016  0.092
H -1.45687 -2.35262 1.36796  0.046
H -0.29760 -1.28562 2.12972  0.046
H -0.45324 -3.13811 -0.91756  0.064
H 1.16174 -2.61821 -0.91262  0.082
H -0.05397 -1.96820 -2.11989  0.082
H -1.34088 2.59039 -1.28017  0.086
H -0.08856 1.75822 -1.85269  0.017
H 0.19019 2.99477 -0.63780  0.072
H -1.67682 2.36413 1.25341  0.058
H -0.24238 2.62312 1.64346  0.052
H -0.89796 1.15382 2.18950  0.048

Forces on the atoms, in the same order (eV/Å):
0.0 -0.3 2.0
-2.4 -1.8 0.6
-1.3 2.4 -1.8
0.4 -1.0 -0.7
-1.2 -0.5 -1.5
0.6 0.1 -2.1
-0.3 1.4 0.7
-2.2 -0.8 2.5
-0.2 -2.2 -2.0
1.9 -0.9 2.8
1.5 0.6 -3.0
-0.9 -0.5 1.1
-0.1 0.3 0.2
-0.2 0.4 0.4
-0.1 0.0 0.3
0.6 0.4 0.1
0.7 -0.1 0.2
0.4 0.1 -0.2
0.2 1.0 -0.2
-0.5 0.1 0.0
0.1 0.4 1.1
-0.9 -1.2 0.2
0.7 -0.2 -0.4
0.4 -0.1 -0.2
-0.8 0.3 0.3
1.5 -0.8 -3.0
1.5 1.5 0.3
-2.4 0.3 -0.3
3.1 2.1 0.8
-0.3 -1.1 1.9

Properties
Calculated total energy (hartree): -1230.49858
Relative energy (zero: lowest compared OMol25 entry of this formula, charge and spin) (kcal/mol): 0.0
Structure (SMILES): CC1(C)C(C)(C)P(=O)(Cl)C1(C)C
Highest occupied orbital energy (eV): -9.26
Frontier orbital gap (eV): 9.8

***

Look up the frontier orbital gap of the second one. 8.5 eV

***

Which of these has the highest highest occupied orbital energy? C2H3NOS